The following is a quantum chemistry calculation of a molecular structure, C22H21N3PtS5, from OMol25.

Element x y z (Å)
Pt -0.320613 -0.373381 0.327287
S -0.274663 -2.658198 0.936985
C -1.560232 -2.691199 2.141996
C -1.698933 -3.832043 2.932234
C -2.690634 -3.898359 3.895859
C -3.556051 -2.830534 4.114427
C -3.430656 -1.688538 3.347825
C -2.448231 -1.642451 2.360185
S -2.373601 -0.182564 1.362295
C -3.419293 -0.610045 -0.088738
C -2.684830 -0.825575 -1.382593
C -3.382181 -0.995824 -2.566611
C -2.681500 -1.272151 -3.727328
C -1.301097 -1.408677 -3.680948
C -0.654499 -1.232502 -2.475054
C 0.811891 -1.502280 -2.311891
S 1.599843 -0.565260 -0.961302
C 1.777336 1.052192 -1.671497
C 2.917879 1.265561 -2.446627
C 3.100427 2.487101 -3.065291
C 2.146270 3.486522 -2.894553
C 1.029921 3.276986 -2.104009
C 0.827141 2.049303 -1.468028
S -0.558794 1.889994 -0.389971
N -1.349302 -0.912291 -1.370161
H -1.017349 -4.661510 2.795796
H -2.777742 -4.791379 4.500042
H -4.312105 -2.885262 4.884500
H -4.079828 -0.837293 3.511838
H -4.160373 0.182352 -0.189095
H -3.938240 -1.529612 0.187223
H -4.460297 -0.914209 -2.572180
H -3.208652 -1.397943 -4.663395
H -0.734787 -1.658206 -4.567160
H 1.373189 -1.301979 -3.222991
H 0.958934 -2.552000 -2.041167
H 3.649315 0.474566 -2.564277
H 3.975803 2.661070 -3.674880
H 2.278447 4.445096 -3.378363
H 0.303055 4.068372 -1.970710
S 0.796482 0.014474 2.371354
C 2.060031 1.182459 2.091115
N 3.291635 0.965623 2.524132
C 4.151460 2.144633 2.342439
C 3.235937 3.089436 1.528777
N 1.952946 2.375542 1.548271
H 3.547683 0.135388 3.033942
H 5.050192 1.870307 1.795786
H 4.437432 2.562976 3.305608
H 3.580180 3.223811 0.503345
H 3.127489 4.064527 1.997021
H 1.093564 2.682973 1.108540

Cartesian forces (eV/Å) of the 2 atoms listed first:
0.04 0.08 0.07
0.01 -0.03 0.02

Calculated values
DFT total energy   -85037.376 eV
Orbital gap   0.2436 hartree
HOMO energy   -13.524 eV
LUMO   -6.90 eV
Relative energy (zero: lowest compared OMol25 entry of this formula, charge and spin)   20.5 kJ/mol
Charge   +2

And the natural (NBO) charges, in e, turn out to be:
1 Pt 0.7105
2 S -0.0689
3 C -0.2021
4 C -0.2068
5 C -0.1391
6 C -0.2021
7 C -0.2091
8 C -0.2013
9 S 0.5537
10 C -0.5826
11 C 0.2484
12 C -0.2147
13 C -0.0894
14 C -0.2115
15 C 0.2154
16 C -0.5727
17 S 0.5266
18 C -0.2021
19 C -0.2114
20 C -0.2099
21 C -0.1491
22 C -0.2195
23 C -0.2094
24 S -0.1395
25 N -0.4621
26 H 0.2423
27 H 0.2447
28 H 0.2470
29 H 0.2399
30 H 0.2785
31 H 0.2845
32 H 0.2553
33 H 0.2579
34 H 0.2545
35 H 0.2747
36 H 0.2825
37 H 0.2367
38 H 0.2477
39 H 0.2463
40 H 0.2435
41 S -0.0045
42 C 0.3551
43 N -0.5420
44 C -0.2314
45 C -0.2305
46 N -0.5548
47 H 0.4457
48 H 0.2324
49 H 0.2320
50 H 0.2205
51 H 0.2387
52 H 0.4517